[1]
{"formula": "C7H12O", "method": "the ωB97M-V functional and the def2-TZVPD basis", "energy_ev": -9495.5693, "gap_ev": 6.23, "e_above_lowest_kcal_mol": 121.05, "homo_ev": -7.9, "fmax_ev_per_a": 6.57, "elements": ["O", "C", "C", "C", "C", "C", "C", "C", "H", "H", "H", "H", "H", "H", "H", "H", "H", "H", "H", "H"], "coordinates": [[1.6537, 1.1493, 0.9206], [1.7156, -0.0339, 0.5181], [-1.1630, 0.5222, -1.1294], [-1.3639, -0.1640, 1.3254], [-1.4138, 0.9735, 0.3175], [2.2583, -1.2021, 0.9142], [0.3253, 0.4028, -1.5028], [1.1505, -0.5778, -0.6487], [-2.0971, -0.9786, 1.0259], [-1.6401, 1.2141, -1.7711], [0.7877, 1.4041, -1.3949], [1.6397, -2.0259, 1.3824], [1.2807, -1.5006, -1.0665], [-2.3679, 1.4114, 0.4012], [0.4083, 0.1299, -2.6019], [-1.5913, -0.4559, -1.2960], [3.1053, -1.6394, 0.3358], [-0.3525, -0.5672, 1.3712], [-0.6723, 1.7747, 0.5857], [-1.6632, 0.1635, 2.3133]], "lowdin_charge": [0.026, -0.608, -0.211, -0.104, -0.255, 0.200, -0.155, -0.053, 0.097, 0.088, 0.118, 0.125, 0.077, 0.080, 0.130, 0.101, 0.122, 0.036, 0.118, 0.068]}

[2]
{"formula": "C7H12O", "method": "the ωB97M-V functional and the def2-TZVPD basis", "energy_ev": -9498.8148, "gap_ev": 9.53, "e_above_lowest_kcal_mol": 46.21, "smiles": "C=C(C)O.C=CC=C", "homo_ev": -8.8, "fmax_ev_per_a": 2.12, "elements": ["O", "C", "C", "C", "C", "C", "C", "C", "H", "H", "H", "H", "H", "H", "H", "H", "H", "H", "H", "H"], "coordinates": [[-0.9295, -0.8676, 1.1528], [2.0047, -0.3374, -2.1778], [-0.3219, 0.3899, 3.0320], [0.6123, -0.0913, -1.7972], [2.8589, -1.1205, -1.4712], [-2.2856, 1.1845, 1.5995], [-1.1206, 0.2440, 1.9879], [-0.2559, 0.4861, -2.6691], [-1.6200, -0.9183, 0.4731], [-1.3120, 0.6052, -2.3684], [2.4785, -1.6683, -0.5833], [0.2708, -0.5278, -0.8720], [-2.1176, 1.6620, 0.6030], [0.0737, 0.8939, -3.6148], [-0.3952, 1.2679, 3.6332], [2.4251, 0.1855, -3.0153], [-2.4194, 1.9676, 2.3587], [3.9090, -1.2110, -1.8034], [-3.1741, 0.5594, 1.5304], [0.3662, -0.4069, 3.4111]], "lowdin_charge": [-0.024, -0.209, 0.034, -0.187, 0.006, -0.035, -0.433, 0.009, 0.093, 0.050, 0.067, 0.069, 0.085, 0.050, 0.045, 0.087, 0.080, 0.057, 0.074, 0.082]}

[3]
{"formula": "C7H12O", "method": "the ωB97M-V functional and the def2-TZVPD basis", "energy_ev": -9493.4905, "gap_ev": 9.92, "e_above_lowest_kcal_mol": 168.99, "smiles": "C[C@@H]1CC[C@H]2C[C@@H]2O1", "homo_ev": -8.9, "fmax_ev_per_a": 6.62, "elements": ["O", "C", "C", "C", "C", "C", "C", "C", "H", "H", "H", "H", "H", "H", "H", "H", "H", "H", "H", "H"], "coordinates": [[0.3409, -1.4994, -0.6793], [1.2716, -0.2587, -0.3980], [-0.9024, -0.6453, -0.5025], [1.8093, -0.2994, 1.1017], [0.7583, 1.1516, -0.5965], [-0.9487, 0.2684, 0.5708], [-0.5403, 1.6370, 0.0494], [-2.0612, -0.5463, 0.5425], [2.0647, -0.4413, -1.0537], [-2.7896, -0.1507, -0.2443], [1.8286, -1.3466, 1.2929], [-0.7773, 2.5272, 0.7742], [1.5134, 1.8283, -0.6197], [0.9431, 0.3989, 1.6863], [-0.1711, 0.0829, 1.4354], [-1.4880, -0.3092, -1.5059], [-1.0912, 2.0147, -0.8886], [2.7871, -0.0129, 0.8270], [0.5419, 1.0710, -1.7810], [-2.4085, -1.5111, 0.9069]], "lowdin_charge": [-0.067, -0.307, -0.274, -0.014, -0.193, -0.409, -0.132, -0.032, 0.113, 0.123, 0.069, 0.140, 0.080, 0.131, 0.121, 0.186, 0.127, 0.059, 0.165, 0.115]}

[4]
{"formula": "C7H12O", "method": "the ωB97M-V functional and the def2-TZVPD basis", "energy_ev": -9489.9265, "gap_ev": [8.12, 6.15], "spin_multiplicity": 2, "e_above_lowest_kcal_mol": 27.45, "homo_ev": [-13.4, -13.4], "fmax_ev_per_a": 6.32, "total_charge": 1, "elements": ["O", "C", "C", "C", "C", "C", "C", "C", "H", "H", "H", "H", "H", "H", "H", "H", "H", "H", "H", "H"], "coordinates": [[4.3866, -3.8314, 2.5168], [-1.2332, 0.2628, -0.5304], [-1.9936, 0.5863, -2.7852], [1.0387, 1.7685, 2.2026], [0.4787, 1.3963, 0.8086], [-2.3084, -0.6513, -3.0652], [-1.1664, 0.9751, -1.6593], [-0.5225, 0.3995, 0.7040], [-2.4461, 1.3583, -3.4368], [3.5687, -3.9386, 3.0127], [4.2093, -4.2496, 1.5765], [-0.6026, -0.2898, 1.4381], [-2.8025, -1.1346, -3.9770], [1.6163, 0.8120, 2.5138], [-2.1520, -1.4834, -2.3126], [-0.8283, 1.9859, -1.7002], [0.8698, 1.9765, -0.0228], [-1.9151, -0.5386, -0.3812], [0.2357, 1.9696, 2.8462], [1.5669, 2.6266, 2.2513]], "lowdin_charge": [-0.112, -0.045, -0.134, -0.022, 0.038, 0.083, 0.000, 0.010, 0.134, 0.015, 0.098, 0.092, 0.122, 0.147, 0.099, 0.126, 0.123, 0.116, 0.074, 0.038]}

[5]
{"formula": "C7H12O2", "method": "the ωB97M-V functional and the def2-TZVPD basis", "energy_ev": -11546.7624, "gap_ev": 10.39, "e_above_lowest_kcal_mol": 37.85, "smiles": "C=CC(=C)CCC=O.O", "homo_ev": -9.5, "fmax_ev_per_a": 1.17, "elements": ["O", "O", "C", "C", "C", "C", "C", "C", "C", "H", "H", "H", "H", "H", "H", "H", "H", "H", "H", "H", "H"], "coordinates": [[-0.4526, 0.6239, 2.7185], [-2.5916, -0.9034, 1.5344], [-0.9277, -0.6981, -2.4684], [0.3902, -0.5782, -2.4542], [1.0702, 1.1077, -0.5783], [1.9038, -1.1994, -0.6604], [0.3376, 0.8865, 1.8500], [-0.0915, 1.2042, 0.4334], [1.1500, -0.2542, -1.2007], [-1.5497, -0.6846, -1.5802], [2.0075, 1.2857, -0.0358], [1.0186, 1.9141, -1.3012], [2.5323, -0.9869, 0.1982], [1.9628, -2.1826, -1.0980], [1.4346, 0.8666, 2.0134], [-1.4497, -0.9383, -3.3853], [-2.1436, -1.6631, 1.9269], [-0.8065, 0.4131, 0.2049], [-0.6705, 2.1227, 0.4140], [1.0445, -0.7571, -3.2990], [-2.4864, -0.2318, 2.2224]], "lowdin_charge": [0.040, -0.069, 0.026, -0.135, -0.165, 0.054, -0.243, -0.133, -0.338, 0.058, 0.104, 0.112, 0.065, 0.066, 0.122, 0.054, 0.040, 0.088, 0.126, 0.105, 0.022]}

[6]
{"formula": "C7H12O2", "method": "the ωB97M-V functional and the def2-TZVPD basis", "energy_ev": -11546.3185, "gap_ev": 9.20, "e_above_lowest_kcal_mol": 48.09, "smiles": "COC1=CCC[C@@]1(C)O", "homo_ev": -8.3, "fmax_ev_per_a": 5.64, "elements": ["O", "O", "C", "C", "C", "C", "C", "C", "C", "H", "H", "H", "H", "H", "H", "H", "H", "H", "H", "H", "H"], "coordinates": [[-0.8742, -1.4361, -1.4922], [1.6341, -0.6963, -0.3225], [2.9249, -0.1765, -0.2279], [-0.8959, 1.7780, 0.0890], [-0.7409, -0.6399, -0.3382], [0.4866, 1.4886, -0.2353], [-0.8029, -1.5817, 0.8568], [0.6827, 0.1513, -0.3164], [-1.6879, 0.4971, -0.2604], [-0.1207, -2.3585, 0.7309], [-1.5304, 2.5309, -0.4117], [-2.3222, 0.6047, -1.1645], [-2.3736, 0.2438, 0.5237], [2.9780, 0.6411, 0.4115], [-0.8610, -1.1279, 1.8106], [-1.1621, 1.9702, 1.1500], [3.6073, -1.0414, 0.1533], [1.3210, 2.1201, -0.3536], [-1.5626, -0.9808, -2.0018], [-1.8213, -2.0958, 0.5687], [3.3018, 0.1056, -1.2545]], "lowdin_charge": [0.013, -0.034, -0.061, -0.190, -0.513, -0.034, 0.002, -0.263, -0.139, 0.058, 0.111, 0.130, 0.106, 0.061, 0.078, 0.116, 0.129, 0.086, 0.095, 0.133, 0.116]}